# 1
42
Properties=species:S:1:pos:R:3:nbo_charge:R:1 method="wB97M-V/def2-TZVPD" multiplicity=1 e_above_lowest_ev=2.2336
S 1.745 -0.221 3.469 0.321
O 5.167 1.081 -0.086 -0.591
O -2.766 2.043 -1.624 -0.665
O -2.803 -2.252 1.830 -0.528
N 2.071 0.629 -1.565 -0.207
N -0.657 -0.376 2.223 -0.429
N 3.370 0.503 -1.292 -0.439
N 1.046 0.896 1.244 -0.537
C -1.497 -0.336 1.042 -0.262
C 3.986 1.221 -0.303 0.694
C 2.884 0.773 2.622 -0.463
C -2.497 -1.683 3.086 -0.072
C -0.651 0.993 -2.036 -0.316
C 0.591 0.124 2.174 0.298
C -2.014 1.105 -2.257 0.314
C -0.552 -0.864 -3.567 -0.245
C 2.336 1.267 1.484 0.155
C -1.017 -1.345 3.235 -0.248
C -2.034 -1.735 0.758 -0.076
C -1.912 -0.740 -3.790 -0.189
C 1.506 -0.130 -2.414 0.011
C 0.090 0.003 -2.684 0.017
C -2.648 0.233 -3.141 -0.270
C 3.061 2.123 0.489 -0.532
H -1.189 -2.411 0.557 0.168
H 3.664 2.873 0.999 0.245
H 3.868 0.924 3.012 0.245
H 0.014 -1.630 -4.075 0.210
H -0.412 -2.258 3.138 0.194
H -2.793 -2.423 3.833 0.202
H -0.138 1.657 -1.356 0.240
H -2.201 2.580 -1.055 0.484
H -2.682 -1.722 -0.122 0.201
H -3.709 0.336 -3.303 0.226
H 2.334 2.585 -0.175 0.254
H -3.093 -0.771 3.243 0.169
H -0.895 0.013 0.203 0.259
H -0.830 -0.920 4.227 0.215
H 3.945 -0.180 -1.796 0.377
H -2.407 -1.411 -4.475 0.217
H 2.053 -0.913 -2.953 0.158
H -2.331 0.358 1.200 0.196

# 2
44
Properties=species:S:1:pos:R:3:nbo_charge:R:1 method="wB97M-V/def2-TZVPD" multiplicity=1 e_above_lowest_ev=1.5518
S 3.204 1.191 -0.611 0.357
S 1.904 3.926 -0.563 0.337
O -2.408 -1.887 1.074 -0.484
O -1.531 4.468 -0.492 -0.599
O -4.290 -1.480 -0.193 -0.492
O 3.994 -3.134 0.624 -0.567
N 2.248 0.861 1.751 -0.285
N 1.868 2.078 1.391 -0.346
N 3.462 -1.010 1.064 -0.657
N -0.841 2.689 0.770 -0.620
C 2.707 -1.994 -1.060 -0.515
C -1.793 1.701 0.491 0.152
C -2.435 -0.566 0.713 0.239
C -3.573 -0.319 -0.058 0.273
C -2.927 1.946 -0.273 -0.246
C 0.616 4.580 0.559 -0.607
C 0.612 -3.110 -0.227 -0.616
C 2.265 2.425 0.208 -0.139
C 3.456 -2.128 0.239 0.706
C -3.836 0.932 -0.559 -0.260
C 2.928 0.227 0.861 0.231
C -0.721 3.922 0.219 0.665
C -3.580 -2.460 0.530 0.237
C 0.484 -1.437 -2.100 -0.603
C -1.530 0.421 1.004 -0.302
C 1.196 -1.826 -0.808 -0.205
H 3.749 -1.205 2.018 0.432
H 1.178 -3.433 0.643 0.215
H -4.211 -2.849 1.346 0.158
H 0.622 -2.205 -2.858 0.204
H 1.043 -1.020 -0.081 0.200
H -4.714 1.121 -1.152 0.229
H -3.099 2.938 -0.655 0.258
H 2.882 -2.903 -1.638 0.242
H 0.867 -0.496 -2.488 0.208
H -0.582 -1.319 -1.916 0.218
H 0.639 -3.907 -0.966 0.203
H 3.093 -1.146 -1.627 0.223
H 0.564 5.645 0.339 0.261
H -0.657 0.222 1.604 0.232
H -0.418 -2.951 0.080 0.225
H -0.069 2.376 1.355 0.430
H -3.306 -3.289 -0.141 0.158
H 0.940 4.404 1.582 0.254

# 3
48
Properties=species:S:1:pos:R:3:nbo_charge:R:1 method="wB97M-V/def2-TZVPD" multiplicity=1 total_charge=+1
Pt 0.604 0.937 -1.439 1.575
S 1.027 0.036 1.752 2.345
O 4.587 1.138 -1.309 -0.532
O 1.604 1.092 2.512 -0.880
O 1.827 -0.904 1.018 -0.975
O 0.919 1.706 -3.427 -0.690
O 2.441 1.711 -1.185 -0.713
O -1.523 -2.271 -2.317 -0.532
O -1.022 -0.173 -1.769 -0.692
N -0.759 2.259 -0.736 -0.484
N -1.674 2.037 1.438 -0.439
N 0.151 0.756 0.495 -0.776
N -3.075 -2.719 4.899 -0.765
N 1.634 -0.652 -2.240 -0.362
C -0.587 -2.064 2.312 -0.153
C -0.708 -1.450 -2.021 0.752
C -1.683 -0.800 4.537 -0.284
C 1.608 -0.495 -3.727 -0.266
C 1.943 0.919 -4.104 -0.095
C -1.552 -2.708 3.046 -0.267
C -2.589 2.925 1.056 0.152
C 3.008 -0.606 -1.671 -0.378
C 0.786 -1.816 -1.863 -0.361
C -0.719 -0.156 3.799 -0.125
C -0.812 1.712 0.504 0.586
C 3.432 0.837 -1.369 0.755
C -2.121 -2.086 4.174 0.233
C -1.731 3.066 -1.152 0.129
C -0.167 -0.788 2.685 -0.404
C -2.687 3.446 -0.235 -0.323
H 1.884 1.091 -5.177 0.235
H -3.363 -3.653 4.672 0.402
H -3.476 4.129 -0.504 0.256
H 0.594 -0.721 -4.060 0.243
H -1.870 -3.704 2.769 0.223
H 3.727 -1.072 -2.344 0.239
H -0.377 0.829 4.084 0.248
H 2.925 1.225 -3.743 0.220
H 1.207 2.630 -3.373 0.531
H -3.453 -2.303 5.730 0.402
H -1.707 3.411 -2.176 0.231
H 0.992 -2.072 -0.824 0.274
H 2.289 -1.218 -4.178 0.249
H -3.302 3.226 1.815 0.224
H 3.003 -1.136 -0.722 0.296
H -2.104 -0.320 5.411 0.224
H -0.137 -2.555 1.460 0.228
H 1.005 -2.674 -2.499 0.242

# 4
44
Properties=species:S:1:pos:R:3:nbo_charge:R:1 method="wB97M-V/def2-TZVPD" multiplicity=1 e_above_lowest_ev=0.1180
O -3.366 1.696 -1.623 -0.613
O -1.312 -2.581 -5.030 -0.292
O 3.705 1.509 2.627 -0.613
O 0.476 2.071 -0.203 -0.397
N 0.919 -0.046 7.388 -0.315
N -1.935 -2.899 -3.823 -0.147
N -0.486 0.082 -0.115 -0.474
N -1.075 -0.823 -3.738 -0.511
N -3.133 -0.549 -1.559 -0.410
N 1.577 0.777 2.371 -0.603
C -2.265 -1.706 -1.702 -0.273
C 2.596 0.470 5.484 -0.334
C -1.323 0.965 -0.789 -0.048
C -4.443 -0.665 -2.183 -0.414
C -2.676 0.723 -1.363 0.661
C 2.253 1.603 4.524 -0.301
C -0.126 -0.740 -6.052 -0.675
C 2.595 1.322 3.086 0.675
C -0.837 -1.341 -4.899 0.545
C 3.364 1.763 5.498 -0.367
C -0.726 2.173 -0.828 0.135
C -1.758 -1.836 -3.104 0.297
C 1.671 0.179 6.549 0.278
C 1.746 0.359 0.985 -0.116
C 1.991 -1.138 0.869 -0.604
C 0.546 0.782 0.200 0.502
H -1.424 -1.623 -1.021 0.270
H 4.363 1.732 5.089 0.253
H 1.135 -1.698 1.246 0.219
H 0.193 0.263 -5.788 0.247
H -5.121 0.059 -1.741 0.236
H 2.151 -1.421 -0.172 0.223
H 0.714 0.550 2.840 0.405
H -4.818 -1.673 -2.017 0.201
H -2.827 -2.604 -1.448 0.225
H 1.317 2.114 4.709 0.246
H -1.006 3.126 -1.237 0.230
H 2.877 -1.403 1.445 0.222
H -4.395 -0.474 -3.259 0.198
H 3.209 2.425 6.337 0.236
H -0.785 -0.699 -6.919 0.244
H 2.611 0.912 0.619 0.256
H 0.741 -1.344 -6.316 0.243
H 3.087 -0.397 5.063 0.260

# 5
45
Properties=species:S:1:pos:R:3:nbo_charge:R:1 method="wB97M-V/def2-TZVPD" multiplicity=1 e_above_lowest_ev=0.0000 total_charge=+1
Br 2.334 -4.352 -1.566 0.053
Al 3.453 -0.659 2.261 2.159
F 4.366 -0.278 0.906 -0.777
F 2.071 -1.554 1.745 -0.799
F 2.778 0.771 2.916 -0.799
F 4.325 -1.500 3.402 -0.767
O -0.569 5.574 4.821 -0.516
O 0.060 5.896 2.712 -0.678
N -1.351 2.035 2.285 -0.249
N -0.719 -2.242 -3.160 -0.255
C -0.461 0.167 1.166 -0.227
C -1.347 -1.930 -0.901 -0.192
C -1.172 -0.557 -1.049 0.033
C -2.228 1.425 0.166 -0.231
C 1.929 -3.341 -3.162 -0.459
C -0.421 -3.171 -4.266 -0.217
C -0.160 5.114 3.797 0.780
C -0.799 -0.051 -2.293 -0.215
C -0.575 -0.920 -3.337 0.109
C 0.060 3.622 3.614 -0.538
C -1.113 -2.748 -1.980 0.108
C -1.311 2.934 3.467 -0.206
C -1.325 0.366 0.103 0.100
C 0.831 -4.025 -3.998 -0.452
C -2.214 2.244 1.275 0.086
C -0.488 1.010 2.250 0.121
H 2.843 -3.237 -3.735 0.245
H 0.821 5.582 2.208 0.493
H 0.527 -4.936 -3.490 0.237
H 0.636 3.463 2.703 0.225
H 1.267 -4.325 -4.947 0.253
H -0.266 -0.558 -4.305 0.250
H -1.639 -2.361 0.044 0.268
H -2.882 3.088 1.346 0.248
H 0.210 0.891 3.070 0.289
H 1.668 -2.347 -2.815 0.201
H -1.273 -3.836 -4.383 0.239
H -1.526 2.303 4.324 0.247
H -2.915 1.612 -0.645 0.252
H -0.669 1.011 -2.428 0.259
H 0.629 3.229 4.450 0.276
H 0.279 -0.618 1.174 0.315
H -2.115 3.658 3.383 0.239
H -0.338 -2.628 -5.202 0.233
H -1.214 -3.820 -1.922 0.257

| no. | energy (eV) |
| --- | --- |
| 1 | -39821.4848 |
| 2 | -52705.0036 |
| 3 | -52741.8163 |
| 4 | -34013.6631 |
| 5 | -111486.1934 |